Entry 1:
58
Properties=species:S:1:pos:R:3:forces:R:3 method="wB97M-V/def2-TZVPD" max_force_ev_per_a=19.94 lumo_energy_ev=-0.290 smiles="Cc1cccc(-c2nc(S(=O)(=O)c3ccc(F)cc3)c(NCCCN3CCOCC3)o2)c1" gap_ev=6.74 total_energy_ha=-1854.5993 mol_weight_g_mol=459.5 homo_ev=-7.03 e_above_lowest_kcal_mol=488.4
C 1.23078 2.49502 5.44506 4.05 -3.17 2.82
C 0.86172 1.19089 4.79970 -0.37 -1.48 3.30
C 0.17173 1.00935 3.57809 1.56 10.90 2.61
C -0.21778 -0.13034 3.20490 -1.54 -7.40 -1.81
C 0.22150 -1.18466 3.96324 -3.28 -5.94 -1.16
C 0.70197 -1.17292 5.22894 1.83 -1.08 1.58
C 1.00402 0.10564 5.76860 2.08 -1.46 -2.42
H 1.80090 -0.01631 6.58470 -1.70 1.36 -0.70
H 1.05046 -2.20544 5.74619 -1.17 2.70 -1.10
H -0.26695 -2.23807 3.54651 1.83 2.39 1.15
C -1.02058 -0.42240 2.02385 1.53 4.69 1.34
N -1.21016 0.65154 1.32649 -0.07 1.41 0.44
C -1.79913 0.40895 0.18468 -2.67 -6.36 -2.10
C -2.02994 -1.19651 0.28925 3.76 9.92 6.24
N -2.42416 -2.07430 -0.44763 -7.94 6.51 -6.48
H -2.95867 -1.62957 -1.25619 0.92 -0.93 1.09
C -2.02368 -3.23658 -0.49746 0.04 -17.09 -1.15
H -2.25820 -3.83429 0.51652 0.20 0.94 -1.94
H -2.50610 -4.04018 -1.40240 0.21 2.84 2.53
C -0.61479 -3.45955 -0.75775 3.39 -0.30 -1.94
C -0.04088 -2.63451 -1.99149 -16.00 -4.69 -0.64
N 1.13012 -2.42091 -1.99452 18.92 5.62 -2.87
C 1.65250 -2.00229 -3.43775 4.62 9.13 11.86
C 1.11888 -0.49590 -3.68289 12.97 -2.22 -3.69
O 1.99685 0.24113 -2.82917 -3.51 1.71 1.07
C 1.36717 0.08002 -1.57014 1.70 2.94 2.69
C 1.81086 -1.17099 -1.10639 -5.94 -7.05 1.96
H 1.42101 -1.74899 -0.20638 0.13 2.31 0.11
H 2.76788 -1.37959 -1.04020 4.86 -0.65 -0.47
H 1.76396 0.85508 -0.81961 -0.56 -0.59 -1.18
H 0.29946 0.07937 -1.44508 -0.84 0.63 -0.98
H 1.84386 -0.14260 -4.67341 -3.06 -1.36 1.49
H 0.17122 -0.42819 -3.82840 -6.18 1.46 -0.04
H 1.37818 -2.47321 -4.12694 -4.32 -8.26 -9.92
H 2.83004 -1.89663 -3.39347 -2.56 -0.43 -0.10
H -0.81193 -1.87599 -2.14074 -0.12 1.37 -0.13
H -0.21998 -3.22872 -2.95851 -0.59 -0.06 1.16
H -0.23954 -2.99718 0.09971 1.99 0.38 1.45
H -0.18415 -4.50209 -0.89854 -1.11 1.11 0.72
O -1.47600 -1.55905 1.57680 -1.38 -0.44 -3.46
S -2.66147 1.21781 -1.31192 0.52 0.94 6.81
O -3.99171 1.72512 -0.86330 3.01 -0.43 -1.83
O -2.55787 0.10225 -2.18571 -0.52 -0.78 -2.38
C -1.24758 2.42580 -1.59876 -1.75 -4.18 -6.35
C -0.64507 2.99408 -0.59726 2.75 5.50 -3.02
C 0.29722 4.09494 -1.14955 -3.74 -4.66 3.70
C 0.66325 4.22293 -2.38514 -0.84 -1.79 -2.83
C 0.12744 3.48671 -3.42929 -3.52 -6.45 1.39
C -0.75753 2.30080 -3.04749 1.48 7.10 4.10
H -1.35583 1.67944 -3.61733 -0.47 -1.11 -1.72
H 0.53077 3.36481 -4.38714 0.68 0.72 -1.30
F 1.69027 4.93527 -2.68440 2.16 2.38 -0.60
H 0.81216 4.59995 -0.46666 2.00 2.22 2.87
H -1.13429 3.07967 0.29216 -0.46 0.06 2.80
H -0.17731 2.06363 3.09612 1.00 -2.86 0.73
H 0.75727 2.54705 6.47040 0.98 -0.18 -0.95
H 2.48351 2.56600 5.51503 -3.48 0.02 0.02
H 0.87433 3.27471 4.97209 -1.46 4.15 -2.76

Entry 2:
65
Properties=species:S:1:pos:R:3:forces:R:3 method="wB97M-V/def2-TZVPD" max_force_ev_per_a=0.43 lumo_energy_ev=-10.014 gap_ev=6.59 charge=+3 total_energy_ha=-3206.0468 mol_weight_g_mol=1082.8 homo_ev=-16.61 e_above_lowest_kcal_mol=0.0
Ta 0.14462 -0.56342 0.39329 -0.11 0.09 -0.40
I -4.94389 1.62803 3.79952 0.01 -0.01 -0.01
C -3.70316 0.42032 2.67414 -0.02 0.01 0.03
C -2.85219 -0.48207 3.31474 -0.01 0.01 -0.01
C -2.00727 -1.28254 2.56366 0.04 -0.07 0.01
I -0.72198 -2.64839 3.45647 -0.03 -0.01 0.03
C -2.01512 -1.16095 1.16430 0.10 -0.06 0.06
O -1.17333 -1.94831 0.38573 0.00 0.12 0.23
C -2.85847 -0.23530 0.52166 0.04 0.00 -0.01
C -2.63768 -0.07309 -0.95440 -0.01 -0.01 0.01
N -1.20415 0.33669 -1.16602 -0.02 -0.11 0.01
C -1.01271 1.81156 -1.19307 0.00 0.00 -0.05
C -0.98199 2.32459 0.21740 0.00 0.03 0.06
C -1.44123 3.57778 0.56601 0.01 -0.01 -0.01
C -1.39258 3.96917 1.89715 -0.01 0.01 0.00
C -0.89173 3.08679 2.84269 0.00 0.00 0.01
C -0.44148 1.85257 2.42613 0.00 -0.01 -0.01
N -0.47339 1.47583 1.13516 0.04 0.03 -0.06
C -3.70373 0.54202 1.27691 0.00 0.00 -0.01
H -2.86224 -0.56401 4.39336 0.00 0.00 0.00
H -2.77775 -1.02019 -1.47565 0.00 0.02 0.01
H -3.30466 0.67060 -1.38793 0.01 0.00 0.00
H -0.90939 -0.05227 -2.07024 0.01 0.00 -0.01
H -0.06478 2.02209 -1.68927 -0.01 0.01 0.00
H -1.80939 2.28525 -1.76608 0.00 0.00 -0.01
H -1.84384 4.23517 -0.19323 0.00 0.00 0.00
H -1.75401 4.94559 2.19248 0.00 0.00 0.00
H -0.85290 3.34601 3.89123 0.00 0.00 0.00
H -0.04277 1.13724 3.13309 0.00 0.00 0.00
H -4.35685 1.26098 0.79827 0.00 0.00 0.00
C 4.79675 1.80673 0.72624 0.00 0.00 0.01
C 3.32752 1.38896 0.67959 0.02 0.01 -0.03
O 2.41267 2.47081 0.78474 -0.01 -0.01 -0.03
P 2.88977 0.32766 2.09273 0.07 -0.12 0.06
O 2.66610 1.13181 3.40557 -0.05 0.04 0.01
O 4.03289 -0.70427 2.23883 0.00 0.03 -0.03
O 1.52458 -0.33880 1.82355 -0.11 -0.05 0.13
P 2.98432 0.42791 -0.86111 0.00 0.04 0.00
O 3.19788 1.45231 -2.03061 0.01 -0.02 0.00
O 3.72322 -0.83574 -0.86164 0.00 -0.02 -0.01
O 1.40303 0.26369 -0.85017 0.04 0.05 0.06
H 5.02805 2.32550 1.65849 0.01 0.00 0.00
H 4.99637 2.49509 -0.09725 -0.01 0.00 0.00
H 5.45802 0.94755 0.62322 -0.01 -0.01 0.01
H 2.87050 3.29763 0.57997 0.01 0.00 0.01
H 3.41112 1.57335 3.84300 0.01 -0.01 0.01
H 4.09148 -1.31189 2.99338 -0.01 -0.01 -0.01
H 3.96951 1.30412 -2.59954 0.00 0.00 0.00
C -0.04075 -4.15956 -1.00278 -0.01 0.04 0.02
Te 1.67221 -3.00607 -0.42729 0.01 0.00 -0.05
C 1.63443 -2.52125 -2.50973 -0.01 0.00 0.01
C 0.16857 -2.50764 -2.84859 0.01 0.01 -0.01
C -0.35638 -1.72743 -3.87671 0.02 0.01 -0.01
C -1.70764 -1.81929 -4.19217 -0.01 0.00 -0.01
C -2.52641 -2.70303 -3.49592 0.00 -0.01 0.00
C -2.00714 -3.47252 -2.46255 0.00 -0.01 -0.02
C -0.66301 -3.36544 -2.12547 0.00 -0.03 0.01
H -0.70481 -4.31284 -0.15700 0.00 0.00 -0.01
H 0.34311 -5.12635 -1.33314 0.01 0.00 0.00
H 2.17097 -3.32747 -3.01280 0.00 0.00 0.00
H 2.15768 -1.59114 -2.69495 0.00 0.00 -0.01
H 0.29541 -1.08598 -4.45919 0.00 0.00 0.00
H -2.11227 -1.23335 -5.00707 0.00 0.00 0.00
H -3.56984 -2.79986 -3.76643 0.00 0.00 0.00
H -2.64790 -4.16092 -1.92466 0.00 0.00 0.00

Entry 3:
59
Properties=species:S:1:pos:R:3:forces:R:3 method="wB97M-V/def2-TZVPD" max_force_ev_per_a=2.48 lumo_energy_ev="-7.299 / -9.682" gap_ev="5.78 / 3.37" s2=6.02 charge=+2 total_energy_ha=-1824.4823 mol_weight_g_mol=652.5 homo_ev="-13.07 / -13.05" multiplicity=5
Ru 0.18195 0.29573 -0.00765 0.07 1.01 -0.13
N -2.44555 0.29168 -1.55957 -0.78 -0.99 -1.22
C -2.49655 -0.93079 -2.23430 -0.94 0.87 0.29
C -1.03913 -1.70531 -2.15947 -0.05 -1.01 -0.13
O -0.98877 -2.77487 -2.69402 -0.24 0.67 -0.11
O -0.18716 -1.05714 -1.52376 1.16 0.94 0.57
H -3.04407 0.45580 -0.76530 0.16 -0.03 0.32
H -2.23717 1.11030 -2.11505 0.18 0.08 0.12
H -2.64557 -0.83625 -3.31208 0.16 0.05 0.04
H -3.20021 -1.63853 -1.79535 0.12 0.07 0.02
C 2.84673 3.08896 4.02496 0.18 0.24 1.02
N 2.37919 2.56749 2.76907 -0.63 -0.48 -0.60
C 3.03667 2.68063 1.58330 0.05 -0.25 -0.92
C 2.29869 2.00821 0.65394 0.93 0.52 0.02
N 1.19579 1.49762 1.27648 -0.02 -0.34 -0.36
C 1.27277 1.84884 2.55093 -0.43 -0.10 0.51
H 3.71777 3.71637 3.85294 -0.08 -0.01 -0.07
H 3.13530 2.27592 4.69092 -0.01 0.01 -0.07
H 2.07332 3.68108 4.51025 0.00 0.02 -0.08
H 3.95745 3.21589 1.48073 0.19 0.12 0.04
H 2.48505 1.86402 -0.40121 0.04 0.13 0.12
H 0.54410 1.59909 3.30047 -0.02 0.02 0.13
C -2.83422 -5.81505 -1.34471 -0.28 -0.15 -0.16
C -1.74088 -5.00194 -0.77194 0.57 0.26 0.29
C -0.40648 -5.29919 -1.03395 -0.23 0.08 0.13
C 0.63279 -4.52577 -0.54727 -0.37 0.42 0.27
C 2.03119 -4.91930 -0.86059 0.33 -0.04 -0.11
C 0.31705 -3.35550 0.20966 0.05 -0.01 0.03
C 1.37670 -2.44904 0.52341 0.02 -1.89 -0.58
O 1.28750 -1.24387 0.81144 -0.36 1.51 -0.02
C -1.03888 -3.08300 0.55377 -0.09 -0.35 -0.36
C -1.40221 -1.97920 1.49233 0.03 0.45 -0.01
C -2.03059 -3.90537 0.05858 0.33 0.12 0.11
H -2.46515 -6.73875 -1.77880 -0.01 -0.08 0.00
H -3.33064 -5.25123 -2.13732 -0.02 0.02 -0.06
H -3.59232 -6.04073 -0.59708 -0.03 -0.05 0.05
H -0.17816 -6.15952 -1.64259 0.07 -0.13 -0.07
H 2.03760 -5.87492 -1.37590 0.08 -0.04 0.02
H 2.61764 -5.01408 0.05212 0.12 -0.08 0.01
H 2.52657 -4.19524 -1.50746 0.02 0.02 -0.03
H 2.39985 -2.84729 0.46440 -0.16 0.13 0.11
H -0.75122 -1.98204 2.36778 -0.08 0.12 -0.02
H -2.43585 -2.08537 1.82159 0.05 0.15 -0.02
H -1.30737 -0.97001 1.00771 -0.35 -0.45 0.41
H -3.06098 -3.71668 0.32129 -0.15 0.03 0.12
I -2.56925 8.75197 -1.03891 0.19 -0.69 0.11
C -2.03418 6.72531 -0.74042 -0.11 0.55 -0.07
C -2.80040 5.93044 0.11040 0.07 0.10 -0.08
C -2.45921 4.60547 0.29025 0.12 -0.23 -0.06
C -1.36830 4.06500 -0.39288 0.21 -0.23 -0.04
C -0.58980 4.87815 -1.22084 -0.11 -0.19 0.03
C -0.91843 6.20669 -1.39541 -0.14 0.11 0.09
C -1.02681 2.63135 -0.24115 -1.37 1.63 0.82
O -1.56527 1.90843 0.62611 0.25 -0.73 0.07
O -0.17105 2.11903 -1.02870 1.37 -2.02 -0.42
H -3.65516 6.34381 0.62245 -0.05 0.05 0.03
H -3.03091 3.96898 0.94863 -0.11 0.00 0.06
H 0.26698 4.45661 -1.72387 0.07 0.01 -0.09
H -0.32022 6.83457 -2.03736 0.02 0.05 -0.03

Entry 4:
66
Properties=species:S:1:pos:R:3:forces:R:3 method="wB97M-V/def2-TZVPD" max_force_ev_per_a=1.05 lumo_energy_ev="-1.304 / -1.167" gap_ev="6.38 / 6.52" s2=2.02 total_energy_ha=-2687.1059 mol_weight_g_mol=674.6 homo_ev="-7.68 / -7.69" multiplicity=3 e_above_lowest_kcal_mol=14.9
Mo 1.07571 0.58772 0.55640 0.51 -0.87 0.28
N 3.35258 4.18792 0.53269 0.10 -0.04 0.04
C 3.01614 2.89022 0.68093 -0.16 -0.17 0.07
S 1.59751 2.55544 1.69678 -0.11 0.35 0.00
N 3.71637 1.97030 0.09056 0.18 0.13 0.04
N 3.20240 0.71514 0.36177 -0.55 0.11 -0.02
C 4.03257 -0.25194 0.47692 0.12 -0.12 -0.06
C 3.67288 -1.54892 0.99011 0.06 -0.02 0.04
C 4.66237 -2.55116 0.98749 0.02 0.13 -0.08
C 4.46426 -3.76543 1.59178 -0.10 -0.07 0.07
C 3.25340 -3.99882 2.25632 0.16 -0.05 -0.05
C 2.27587 -3.03645 2.28472 -0.21 0.12 0.00
C 2.44739 -1.79726 1.64394 -0.01 -0.24 -0.05
O 1.43801 -0.93797 1.70695 0.19 0.49 0.08
H 2.87085 4.88925 1.06345 -0.04 0.00 -0.01
H 4.23784 4.41115 0.11142 -0.01 0.00 -0.02
H 5.07581 -0.04523 0.24672 0.01 -0.01 0.04
H 5.60497 -2.33651 0.49618 -0.02 0.00 0.01
H 5.23553 -4.52294 1.57045 -0.01 0.01 0.00
H 3.08636 -4.94437 2.75654 0.00 0.01 -0.01
H 1.33913 -3.20218 2.80041 0.02 -0.01 0.00
C -3.39908 -0.54492 2.98567 -0.02 0.08 0.04
C -1.99968 -0.72873 2.41783 0.05 -0.07 0.04
C -1.61683 -2.20888 2.39217 -0.01 -0.01 0.02
O -1.05216 0.02782 3.16781 -0.04 0.00 0.00
C -1.94122 -0.22730 0.96801 0.03 0.11 0.24
O -2.82830 -0.52982 0.19329 0.03 -0.04 -0.08
O -0.92097 0.50909 0.65633 -0.05 0.06 -0.32
H -3.48173 -1.06339 3.94491 0.00 0.02 0.00
H -4.14342 -0.95212 2.30426 -0.01 -0.02 0.00
H -3.59766 0.51550 3.14508 0.01 -0.09 -0.01
H -1.64075 -2.61240 3.40833 0.02 0.00 -0.01
H -0.61391 -2.32465 1.98613 0.00 -0.01 -0.01
H -2.32029 -2.76984 1.77653 0.00 0.01 0.01
H -1.15457 -0.20358 4.09629 0.02 -0.04 0.02
O 0.81518 1.71091 -1.19695 -0.06 0.02 0.37
C 0.83705 1.39533 -2.39008 -0.02 0.03 -0.44
C 0.98760 0.08903 -2.93223 0.06 -0.12 0.13
C 1.04900 -0.04930 -4.32617 -0.04 0.10 -0.05
C 1.22037 -1.28717 -4.86991 0.10 -0.01 0.03
C 1.33431 -2.43074 -4.05811 0.04 -0.07 -0.10
C 1.26834 -2.32307 -2.70120 -0.02 -0.02 0.03
C 1.08894 -1.05759 -2.08522 -0.09 0.28 -0.07
O 1.00810 -0.97331 -0.81085 0.00 -0.06 -0.09
N 1.29336 -1.42664 -6.32144 -0.38 -0.10 -0.13
O 1.48696 -2.53961 -6.77215 0.12 0.02 0.05
O 1.11005 -0.43310 -6.99893 0.14 0.04 0.05
H 0.73242 2.21937 -3.10784 0.01 -0.02 -0.01
H 0.96336 0.81603 -4.97121 0.01 -0.01 0.01
H 1.47261 -3.38999 -4.53689 0.00 0.00 0.01
H 1.34470 -3.18885 -2.05784 0.00 0.00 -0.01
C -4.00385 2.95652 2.06238 -0.07 0.07 -0.03
N -3.79681 2.64898 0.66966 0.11 -0.11 -0.05
C -4.72746 1.84519 -0.11360 -0.04 0.06 0.03
C -4.04479 1.75800 -1.48954 0.01 0.07 0.04
N -2.92623 2.68545 -1.34291 -0.02 0.03 0.06
C -2.75398 3.09335 -0.05507 -0.05 -0.06 0.03
S -1.47009 3.99392 0.50286 -0.06 0.08 -0.02
H -4.70376 2.23249 2.47839 0.00 0.03 -0.03
H -4.41581 3.95997 2.19820 0.01 0.01 -0.01
H -3.05586 2.89918 2.59531 0.02 0.01 0.01
H -5.70527 2.33087 -0.17239 0.01 0.04 0.01
H -4.84738 0.85915 0.33637 -0.01 0.01 0.00
H -4.71160 2.08376 -2.28752 0.01 -0.03 -0.03
H -3.69839 0.74630 -1.68357 0.03 -0.05 0.01
H -2.09845 2.62084 -1.90670 -0.01 0.01 -0.04